# C17H24Cl2N2O5S

One molecule with the formula C17H24Cl2N2O5S (wB97M-V/def2-TZVPD, the Open Molecules 2025 dataset).

Last column: natural (NBO) charge in e.
Element x y z (Å)
C 4.67085 0.03345 3.40402  -0.618
H 3.78735 0.34984 3.95251  0.199
H 5.51674 0.03643 4.08619  0.217
H 4.86523 0.74461 2.60546  0.221
C 4.49260 -1.36413 2.82140  -0.217
N 3.50591 -1.41144 1.75523  -0.424
C 3.95470 -1.49115 0.48846  0.664
O 5.14091 -1.52928 0.20044  -0.639
C 2.96255 -1.50385 -0.65501  -0.700
H 3.12177 -2.39215 -1.26208  0.260
H 1.91733 -1.38318 -0.40125  0.240
S 3.56192 -0.06970 -1.66299  1.334
O 3.14028 1.12068 -0.91532  -0.997
C 2.26634 -0.22536 -3.00369  -0.701
C 0.88103 -0.34318 -2.41701  0.671
O 0.19382 -1.33148 -2.57459  -0.609
N 0.53730 0.75251 -1.68829  -0.634
C -0.62704 0.97002 -0.96120  0.149
C -1.71052 0.09538 -1.00336  -0.343
C -2.86143 0.33708 -0.26472  0.377
C -2.91516 1.48603 0.53698  -0.122
C -1.85168 2.36607 0.58561  -0.213
C -0.71345 2.11308 -0.15983  -0.086
Cl 0.61266 3.22691 -0.08461  0.020
H -1.91056 3.24677 1.20370  0.244
Cl -4.33256 1.79035 1.46761  0.023
O -3.95076 -0.46028 -0.24971  -0.507
C -3.94621 -1.65163 -1.01552  -0.106
C -5.29311 -2.35930 -0.81301  -0.078
O -5.35952 -3.13674 0.35178  -0.532
C -5.47584 -2.39331 1.54443  -0.252
H -4.58451 -1.79060 1.73947  0.176
H -5.60530 -3.12062 2.34358  0.190
H -6.34649 -1.72875 1.50822  0.167
H -5.44838 -3.05944 -1.63705  0.196
H -6.08940 -1.60137 -0.82136  0.176
H -3.81664 -1.41400 -2.07833  0.185
H -3.13484 -2.31489 -0.69206  0.191
H -1.62964 -0.77850 -1.62631  0.270
H 1.28593 1.41890 -1.48440  0.455
H 2.50254 -1.10359 -3.59866  0.253
H 2.36745 0.67730 -3.60381  0.251
C 2.10838 -1.27769 2.11768  -0.214
C 1.57025 0.14406 1.92881  -0.640
H 1.93848 0.57726 1.00308  0.235
H 1.88808 0.79225 2.73975  0.213
H 0.48280 0.13310 1.90534  0.215
H 2.01444 -1.57053 3.16586  0.209
H 1.51400 -1.98670 1.53346  0.199
H 4.19301 -2.06917 3.60326  0.189
H 5.43572 -1.69829 2.38435  0.242

Cartesian forces, eV/Å:
C -0.042 -0.219 -0.080
H -0.068 0.093 0.063
H 0.070 0.040 0.105
H 0.026 0.108 -0.056
C 0.369 0.023 0.083
N 0.073 -0.183 0.139
C 0.043 -0.172 0.146
O 0.251 -0.046 -0.097
C 0.488 0.494 -0.400
H -0.007 -0.130 0.040
H -0.095 0.097 -0.056
S -0.818 -1.269 -0.986
O 0.127 1.191 0.705
C 0.496 -0.186 0.385
C 0.166 0.129 -0.055
O -0.097 -0.198 -0.077
N 0.158 0.422 0.035
C -0.339 0.112 0.269
C -0.220 -0.244 -0.064
C 0.136 0.323 0.190
C 0.049 -0.173 -0.138
C -0.032 -0.226 -0.141
C -0.101 -0.160 -0.058
Cl 0.021 0.079 0.033
H 0.001 0.085 0.058
Cl -0.153 0.099 0.150
O 0.072 0.250 0.098
C -0.321 -0.442 -0.182
C 0.386 0.227 -0.106
O 0.040 -0.160 -0.025
C 0.037 0.019 0.148
H -0.063 -0.014 0.034
H -0.025 0.065 0.038
H 0.015 0.015 0.016
H 0.022 0.135 -0.016
H 0.023 -0.055 -0.070
H 0.028 -0.004 0.061
H -0.032 0.057 -0.055
H -0.021 -0.022 0.009
H -0.065 -0.276 -0.150
H -0.065 -0.037 -0.034
H 0.118 0.046 0.010
C -0.412 0.220 -0.138
C -0.010 -0.216 0.084
H -0.016 0.041 -0.110
H 0.037 0.104 0.070
H -0.151 0.034 0.031
H 0.002 -0.093 -0.108
H 0.038 0.028 0.132
H 0.026 0.011 -0.079
H -0.162 -0.023 0.151

Its total charge is 0.

***

# C17H24FN2O10

A 3-piece molecular cluster, C17H24FN2O10 overall (wB97M-V/def2-TZVPD, the Open Molecules 2025 dataset).

Last column: natural (NBO) charge in e.
Element x y z (Å)
C 0.45512 1.95126 -3.36945  -0.490
C 0.03836 0.66652 -3.86145  -0.112
C -1.23014 -0.14278 -3.23646  -0.076
C -1.36780 -1.46973 -4.16719  0.719
O -2.49890 -2.03482 -4.41819  -0.740
O -0.23788 -2.08763 -4.72520  -0.805
C -2.48004 0.85446 -3.34707  0.245
F -2.67649 1.27016 -4.73430  -0.385
C -3.83498 0.32404 -2.68494  -0.459
C -5.03133 1.29508 -3.23056  -0.620
N -0.84189 -0.49148 -1.82647  -0.310
C -1.49239 -1.76221 -1.36477  -0.257
C -1.51875 -1.90168 0.26508  -0.439
C -0.66215 -3.21323 0.70575  -0.066
O 0.69275 -3.21168 0.20017  -0.735
N 0.55174 -0.77431 -1.74870  -0.370
C 1.09828 -0.09103 -0.78295  0.899
O 1.73571 0.56168 0.05708  -0.578
H 1.49552 2.31073 -3.66293  0.201
H -0.21293 2.59122 -2.68356  0.190
H 0.63773 0.27101 -4.75770  0.257
H -2.19722 1.82822 -2.78653  0.163
H -3.86848 0.40308 -1.54623  0.209
H -4.13317 -0.73704 -2.97814  0.252
H -5.32570 0.87744 -4.27012  0.217
H -5.95975 1.20688 -2.56492  0.197
H -4.64980 2.36227 -3.36887  0.206
H -0.92310 -2.70225 -1.73542  0.229
H -2.56932 -1.89296 -1.71656  0.240
H -2.59945 -1.93670 0.66454  0.211
H -1.00751 -1.00021 0.77599  0.194
H -1.21444 -4.11145 0.22828  0.178
H -0.59520 -3.30921 1.85554  0.168
H 1.30512 -2.72966 0.79630  0.469
C 0.77233 1.36111 2.84342  -0.126
C 1.27763 2.71791 3.22319  -0.096
O 0.09576 3.50613 3.24247  -0.493
C -0.94997 2.65587 3.44846  0.965
O -2.07137 3.00895 3.68456  -0.584
O -0.55666 1.35761 3.35261  -0.482
H 1.35910 0.55919 3.28796  0.220
H 0.73619 1.21614 1.76089  0.217
H 1.72961 2.73309 4.22033  0.168
H 1.99644 3.11161 2.50249  0.200
C 5.59888 -0.83303 3.74502  -0.102
C 4.80652 0.41705 3.98042  -0.100
O 3.48137 0.02300 3.65431  -0.496
C 3.41756 -1.32970 3.80444  0.966
O 2.40351 -1.96513 3.77120  -0.565
O 4.65452 -1.86368 3.99779  -0.480
H 6.45465 -0.91725 4.41669  0.202
H 5.94806 -0.91926 2.71198  0.191
H 4.83264 0.73913 5.02577  0.183
H 5.13324 1.24327 3.34690  0.207

Cartesian forces, eV/Å:
C -1.185 -2.927 -1.009
C 0.812 3.525 0.939
C 1.876 0.529 -3.094
C 1.478 -4.972 -3.705
O 1.941 2.651 1.720
O -3.804 3.880 3.157
C -0.002 0.049 1.439
F 0.283 -1.099 2.211
C -1.505 0.893 -0.880
C 0.267 -1.158 -0.645
N -2.516 -0.869 -0.297
C -0.653 -1.687 1.381
C 1.107 0.142 -0.010
C -0.949 0.341 0.328
O -0.401 0.209 0.437
N 3.270 3.079 4.480
C 0.642 0.386 -0.544
O -2.686 -3.348 -4.036
H -1.780 -0.173 0.198
H 1.439 -1.219 -0.827
H -1.124 -0.092 1.935
H -0.436 -1.537 -0.956
H 0.726 -0.040 -1.496
H 0.905 1.391 0.243
H 0.458 0.933 1.635
H 1.400 0.394 -0.842
H -0.766 -1.382 0.384
H -0.751 1.746 0.195
H 1.610 0.689 0.109
H 1.698 -0.143 -0.580
H -0.837 -1.148 -0.900
H 1.172 1.227 0.936
H -0.540 0.038 -1.739
H -0.957 -0.371 -0.356
C 0.404 -0.823 -0.457
C 0.743 0.210 0.022
O -0.453 -0.243 0.077
C -1.049 0.006 0.153
O 0.928 -0.198 -0.152
O -0.320 0.867 0.259
H -0.363 0.058 -0.030
H -0.030 0.109 0.298
H -0.046 0.000 -0.003
H -0.197 0.105 0.034
C 0.846 -0.134 -0.139
C 0.284 0.837 0.128
O 0.191 -0.550 0.070
C -0.974 -0.805 -0.055
O 0.840 0.609 0.002
O -0.539 0.290 -0.004
H -0.160 -0.168 -0.021
H -0.058 0.019 0.053
H -0.012 -0.053 -0.046
H -0.226 -0.072 0.001

Its total charge is -1.

***

no.,HOMO-LUMO gap (eV),LUMO (eV)
1,8.9,0.5
2,5.8,1.6